Formula: C42H55F4N8P2RbS
Source: the Open Molecules 2025 dataset
Level of theory: wB97M-V/def2-TZVPD

**Net charge**: 0
**Electronic energy**: -97306.733 eV
**E_HOMO**: -5.85 eV
**Relative energy (zero: lowest compared OMol25 entry of this formula, charge and spin)**: 14.5 kcal per mole
**Lowest unoccupied orbital energy**: -0.33 eV

Each line ends with the Mulliken charge.
Cartesian coordinates (Å):
Rb  0.834  -0.373  0.567  0.481
C  0.934  -3.190  3.743  -1.160
N  1.640  -1.933  3.576  0.939
C  1.499  -1.123  4.773  -1.211
C  3.071  -2.141  3.340  -1.205
C  3.441  -2.953  2.113  -1.014
N  3.085  -2.235  0.907  0.222
C  3.593  -2.651  -0.246  0.298
C  3.378  -1.863  -1.420  -0.163
F  2.656  -0.704  -1.270  0.151
C  3.832  -2.181  -2.673  -0.217
F  3.510  -1.366  -3.707  -0.387
C  4.564  -3.328  -2.928  -0.782
C  4.793  -4.126  -1.821  0.099
F  5.473  -5.282  -1.980  -0.356
C  4.341  -3.827  -0.557  0.523
F  4.588  -4.745  0.415  -0.366
H  0.922  -3.758  2.814  0.174
H  -0.100  -2.991  4.031  0.400
H  1.389  -3.824  4.525  0.290
H  1.999  -1.586  5.642  0.442
H  0.448  -0.990  5.026  0.285
H  1.943  -0.139  4.611  0.218
H  3.512  -2.629  4.230  0.454
H  3.531  -1.153  3.245  0.283
H  2.980  -3.948  2.179  0.458
H  4.520  -3.133  2.193  0.469
H  4.912  -3.590  -3.913  0.509
C  -3.880  0.956  1.833  -1.820
P  -2.670  0.599  0.502  1.311
C  -3.770  -0.406  -0.626  0.292
N  -5.059  -0.367  -0.422  -0.345
C  -5.871  -1.047  -1.276  0.220
C  -7.272  -1.034  -1.069  -0.530
C  -8.091  -1.677  -1.948  -0.484
C  -7.553  -2.354  -3.074  -0.547
C  -6.207  -2.380  -3.289  -0.629
C  -5.339  -1.727  -2.378  0.103
N  -3.994  -1.783  -2.575  -0.233
C  -3.214  -1.188  -1.715  -0.492
P  -1.362  -1.358  -1.954  0.726
C  -1.281  -1.110  -3.767  -1.749
C  -1.093  -3.198  -1.764  2.278
C  -1.818  -4.105  -2.754  -1.851
C  -1.497  -3.561  -0.331  -1.716
C  0.421  -3.396  -1.926  -2.247
C  -2.611  2.244  -0.395  2.016
C  -1.653  3.125  0.418  -1.841
C  -2.019  2.031  -1.788  -1.429
C  -3.972  2.924  -0.523  -1.926
H  -4.837  1.300  1.447  0.538
H  -3.455  1.702  2.506  0.388
H  -4.055  0.044  2.404  0.413
H  -7.656  -0.501  -0.209  0.445
H  -9.162  -1.669  -1.795  0.396
H  -8.221  -2.856  -3.761  0.400
H  -5.769  -2.892  -4.135  0.446
H  -2.099  -1.617  -4.278  0.398
H  -0.326  -1.493  -4.131  0.418
H  -1.313  -0.043  -3.988  0.390
H  -2.902  -4.025  -2.686  0.296
H  -1.533  -5.141  -2.545  0.508
H  -1.526  -3.887  -3.783  0.374
H  -2.566  -3.418  -0.157  0.379
H  -0.951  -2.970  0.410  0.231
H  -1.266  -4.612  -0.140  0.518
H  0.755  -3.162  -2.939  0.362
H  0.679  -4.441  -1.729  0.619
H  1.008  -2.786  -1.238  0.256
H  -0.665  2.669  0.506  0.297
H  -2.032  3.320  1.425  0.355
H  -1.529  4.088  -0.087  0.515
H  -1.065  1.502  -1.756  -0.154
H  -1.841  3.002  -2.258  0.626
H  -2.702  1.471  -2.433  0.391
H  -4.346  3.272  0.440  0.348
H  -4.724  2.262  -0.958  0.296
H  -3.877  3.797  -1.175  0.515
C  -1.843  0.869  4.960  -0.840
C  -1.392  2.061  5.497  -0.815
C  -0.415  2.773  4.821  -0.869
C  0.082  2.269  3.623  0.261
N  -0.356  1.124  3.102  1.406
C  -1.290  0.448  3.761  -0.856
C  1.173  2.971  2.864  0.605
C  1.563  4.268  3.179  -0.972
C  2.612  4.838  2.481  -0.841
C  3.235  4.103  1.490  -0.547
C  2.758  2.829  1.219  -0.565
N  1.753  2.274  1.886  0.534
H  -2.602  0.277  5.452  0.512
H  -1.789  2.435  6.432  0.447
H  -0.036  3.695  5.237  0.428
H  -1.613  -0.482  3.303  0.457
H  1.061  4.829  3.953  0.354
H  2.942  5.842  2.718  0.422
H  4.073  4.500  0.935  0.439
H  3.204  2.227  0.434  0.502
C  4.190  1.648  -3.060  -0.768
N  4.156  2.976  -2.490  0.412
C  5.286  3.881  -2.629  -0.610
C  4.773  5.155  -1.950  -0.413
N  3.335  4.947  -2.012  -0.142
C  3.016  3.639  -2.216  -0.332
S  1.462  3.016  -2.181  -0.150
H  5.112  1.151  -2.758  0.390
H  4.139  1.682  -4.151  0.315
H  3.347  1.086  -2.685  -0.130
H  5.518  4.046  -3.686  0.329
H  6.170  3.470  -2.143  0.362
H  5.071  6.057  -2.482  0.325
H  5.132  5.226  -0.919  0.165
H  2.664  5.526  -1.536  0.283


Formula: C42H56BF4N4O4PTeTi
Source: the Open Molecules 2025 dataset
Level of theory: wB97M-V/def2-TZVPD

**Net charge**: +1
**Electronic energy**: -109867.751 eV
**Multiplicity**: 2
**E_HOMO (spin up / spin down)**: -9.35 / -9.35 eV
**Relative energy (zero: lowest compared OMol25 entry of this formula, charge and spin)**: 0.0 kcal per mole
**Expectation value of S²**: 0.760
**Lowest unoccupied orbital energy (spin up / spin down)**: -3.57 / -3.88 eV

Each line ends with the Mulliken charge.
Cartesian coordinates (Å):
Ti  -0.376  0.108  -0.344  -0.125
C  -2.870  -3.158  1.481  -1.319
C  -2.453  -1.944  0.940  -0.045
N  -1.271  -1.765  0.375  1.817
C  -0.438  -2.835  0.295  0.031
C  -0.752  -4.083  0.844  0.841
C  -2.009  -4.227  1.447  -1.278
C  0.211  -5.147  0.784  -1.163
C  1.416  -4.947  0.214  -1.070
C  1.752  -3.682  -0.373  1.227
C  3.018  -3.404  -0.923  -1.430
C  3.274  -2.158  -1.424  -1.251
C  2.256  -1.195  -1.418  -0.604
N  1.050  -1.440  -0.930  1.736
C  0.818  -2.651  -0.370  -0.101
H  -3.849  -3.235  1.930  0.573
H  -3.107  -1.084  0.987  0.263
H  -2.289  -5.179  1.881  0.498
H  -0.049  -6.102  1.221  0.482
H  2.155  -5.737  0.193  0.492
H  3.779  -4.174  -0.925  0.479
H  4.235  -1.898  -1.843  0.709
H  2.434  -0.207  -1.814  0.443
C  -2.071  -2.798  -2.563  -1.055
C  -2.168  -1.645  -3.520  1.041
C  -2.288  -1.891  -4.881  -0.829
C  -2.353  -0.851  -5.791  -1.076
C  -2.318  0.458  -5.342  -0.769
C  -2.231  0.752  -3.986  1.762
C  -2.290  2.189  -3.540  -2.016
C  -2.140  -0.319  -3.091  -1.905
N  -2.072  0.011  -1.681  1.274
C  -3.152  0.507  -1.171  1.474
C  -4.513  0.413  -1.784  -2.253
C  -2.990  1.247  0.092  0.813
C  -4.168  1.933  0.705  -2.075
N  -1.774  1.314  0.542  1.723
C  -1.512  2.214  1.648  -0.942
C  -1.144  3.519  1.325  0.567
C  -1.017  3.973  -0.102  -1.377
C  -0.917  4.408  2.370  -1.071
C  -1.060  4.010  3.688  -1.346
C  -1.427  2.706  3.976  -0.764
C  -1.650  1.782  2.964  0.927
C  -2.054  0.375  3.294  -0.437
H  -2.406  -3.715  -3.044  0.676
H  -2.677  -2.644  -1.668  0.147
H  -1.034  -2.951  -2.253  0.117
H  -2.317  -2.918  -5.225  0.439
H  -2.429  -1.059  -6.850  0.430
H  -2.375  1.276  -6.049  0.508
H  -1.892  2.837  -4.317  0.566
H  -1.714  2.370  -2.636  0.151
H  -3.324  2.498  -3.356  0.353
H  -4.509  -0.223  -2.664  0.401
H  -4.892  1.396  -2.069  0.398
H  -5.210  0.006  -1.049  0.528
H  -4.980  1.224  0.875  0.459
H  -4.553  2.697  0.025  0.428
H  -3.908  2.409  1.645  0.469
H  -0.571  3.212  -0.738  -0.219
H  -0.390  4.860  -0.167  0.525
H  -1.995  4.231  -0.521  0.323
H  -0.627  5.425  2.136  0.503
H  -0.885  4.714  4.490  0.414
H  -1.543  2.391  5.006  0.573
H  -2.047  0.224  4.373  0.629
H  -1.367  -0.349  2.852  -0.443
H  -3.065  0.155  2.939  0.329
F  0.760  1.752  -4.037  -0.161
B  1.322  2.199  -2.900  0.509
F  0.469  1.209  -1.689  -0.275
F  0.971  3.425  -2.482  -0.231
F  2.599  1.829  -2.694  -0.214
C  1.341  0.819  5.820  -1.468
C  1.686  -0.237  4.786  1.390
C  3.183  -0.511  4.772  -1.395
C  0.898  -1.517  5.025  -1.485
O  1.243  0.340  3.507  0.647
P  1.723  -0.183  2.098  -1.158
O  1.800  -1.649  1.993  -0.952
O  0.671  0.473  1.125  1.325
O  3.111  0.473  1.765  -0.186
C  3.478  1.900  1.702  2.133
C  4.950  1.934  2.077  -1.835
C  2.655  2.756  2.652  -1.483
C  3.264  2.338  0.267  -1.571
H  1.589  0.453  6.816  0.475
H  0.277  1.050  5.788  0.161
H  1.900  1.738  5.642  0.308
H  3.474  -0.920  5.739  0.576
H  3.746  0.406  4.601  0.218
H  3.448  -1.233  3.999  0.271
H  1.191  -1.952  5.981  0.516
H  1.095  -2.236  4.232  0.215
H  -0.171  -1.305  5.057  0.242
H  5.093  1.760  3.143  0.389
H  5.368  2.911  1.831  0.404
H  5.498  1.173  1.523  0.338
H  2.782  2.441  3.686  0.043
H  1.591  2.730  2.411  0.155
H  3.001  3.786  2.561  0.614
H  3.866  1.739  -0.416  0.414
H  3.544  3.384  0.145  0.542
H  2.215  2.239  -0.004  -0.264
C  2.190  -3.259  -5.218  -1.066
Te  1.313  -1.385  -4.708  0.446
C  1.246  -0.687  -6.713  -1.100
H  1.513  -3.837  -5.841  0.356
H  2.383  -3.805  -4.296  0.236
H  3.129  -3.092  -5.738  0.340
H  2.255  -0.555  -7.091  0.408
H  0.731  0.271  -6.702  0.254
H  0.694  -1.393  -7.328  0.347